The following is a DFT calculation (ωB97M-V with the def2-TZVPD basis set) of H20O10 as an isolated structure.

Values from the calculation:
E_HOMO, eV: -8.8
M, g/mol: 180.15
2S+1: 1
LUMO energy, eV: -0.647
Relative energy (zero: lowest compared OMol25 entry of this formula, charge and spin), kcal/mol: 473.9
DFT total energy, eV: -20782.06310

```
30
H20O10 ωB97M-V with the def2-TZVPD basis set
O -1.541 -1.361 -0.957
H -2.221 -1.076 -1.568
H -1.353 -0.586 -0.429
O 0.155 1.316 1.794
H 1.030 0.942 1.694
H 0.311 2.219 2.072
O 0.700 -0.327 0.337
H -0.049 0.078 0.773
H 0.412 -0.456 -0.567
O 0.103 0.373 -1.818
H -0.492 1.043 -1.482
H 0.974 0.761 -1.733
O 2.524 -0.726 -0.407
H 1.853 -0.525 0.245
H 3.162 -1.262 0.063
O -1.006 0.890 0.260
H -0.648 1.126 1.115
H -0.892 1.677 -0.274
O -1.589 0.414 2.757
H -0.705 0.706 2.979
H -1.473 -0.131 1.978
O -1.778 -0.849 1.059
H -1.615 -1.429 0.315
H -2.415 -1.321 1.596
O 0.276 -1.724 -2.430
H -0.519 -1.685 -1.899
H 0.637 -0.838 -2.388
O 1.910 0.950 -1.390
H 2.267 0.168 -0.971
H 1.982 1.634 -0.724
```